1.
108
Properties=species:S:1:pos:R:3 method="wB97M-V/def2-TZVPD" orbital_gap_ev="1.34 / 1.31" de_lowest_ev=5.350 total_charge=-2 e_homo_ha="-0.02502 / -0.02393" multiplicity=2
Sc 0.712 0.333 0.085
C -3.253 2.908 0.273
C -3.716 1.507 -0.090
C -4.842 1.033 -0.509
P -2.248 0.192 0.158
C -3.130 -0.629 1.441
C -2.439 -0.602 2.761
C -4.110 -1.549 1.589
C -2.211 -0.628 -1.645
C -3.367 -1.449 -1.986
C -3.305 -1.940 -3.312
C -4.271 -2.973 -3.795
C -2.269 -1.535 -4.218
C -1.374 -0.514 -3.913
C -1.183 -0.179 -2.479
N 0.003 0.687 -1.937
C 0.979 1.285 -2.668
C 2.139 0.625 -2.966
C 2.368 -0.699 -2.480
C 3.147 1.316 -3.466
C 3.096 2.607 -3.835
C 4.137 3.721 -4.151
C 1.832 3.223 -3.724
C 0.727 2.626 -3.213
C -0.578 3.368 -3.230
H -2.660 3.381 1.104
H -3.381 3.519 -0.662
H 4.961 6.340 -3.642
H -7.614 -1.896 6.267
H -1.906 0.241 3.157
H -5.476 1.731 -1.018
H -5.186 0.077 -0.576
H -8.144 -6.804 -5.697
H -8.569 -9.739 -2.733
H -1.375 -1.170 2.794
H -3.222 -0.253 3.870
H -6.616 -6.775 -6.558
H -4.871 -2.026 2.400
H -4.788 -1.467 0.651
H -4.177 -2.028 -1.311
H -4.405 -2.860 -4.891
H -5.236 -2.618 -3.165
H -4.241 -4.027 -3.638
H -8.547 -8.987 -2.515
H -0.757 -0.018 -4.653
H 1.759 -1.401 -3.105
H 2.114 -0.798 -1.384
H 3.267 -1.037 -2.623
H 3.987 0.628 -3.926
H 3.405 4.478 -4.423
H 4.928 3.588 -4.919
H 4.605 3.999 -3.230
H 1.593 4.122 -4.295
H -0.696 4.275 -2.625
H -1.255 2.739 -2.826
H -0.581 3.706 -4.370
C -0.110 -0.345 5.567
N 0.234 0.901 5.002
C -0.190 2.017 5.774
C 0.582 1.086 3.666
C 1.980 0.776 3.479
C 2.706 0.414 4.583
C 4.138 0.173 4.299
C 4.433 -0.053 2.960
C 3.558 0.009 1.910
C 2.533 0.920 2.236
H -1.230 -0.393 5.995
H 0.238 -0.509 6.712
H -0.301 -1.055 4.863
H -1.021 2.377 5.428
H 0.915 2.794 5.912
H -0.269 1.701 6.919
H -0.028 2.254 3.198
H 0.109 0.476 2.771
H 2.453 0.594 5.560
H 4.809 -0.134 4.998
H 5.432 -0.565 2.574
H 4.173 -0.126 0.970
Te 0.678 -1.950 1.929
C -0.196 -3.633 0.981
C -0.251 -4.844 1.723
C -0.930 -5.949 1.374
C -1.617 -5.840 0.190
C -1.729 -4.663 -0.539
C -0.944 -3.438 -0.146
H 0.017 -4.687 2.809
H -0.619 -6.888 2.185
H -2.072 -6.597 -0.410
H -2.404 -4.587 -1.461
H -1.044 -2.679 -0.789
Cl 8.254 -2.481 -1.124
Ge 6.260 -1.894 -2.061
Cl 6.327 0.133 -0.876
Cl 6.628 -1.193 -4.293
C 3.010 3.035 -0.514
C 2.334 2.982 0.915
C 1.078 3.978 0.942
C 3.535 3.277 1.986
N 1.855 1.558 1.245
H 3.158 4.140 -1.145
H 2.150 2.897 -1.249
H 3.768 2.306 -0.691
H 1.104 5.028 0.663
H 0.760 3.793 2.085
H 0.315 3.346 0.423
H 3.367 3.228 3.042
H 4.026 4.052 1.318
H 4.280 2.603 1.961

2.
117
Properties=species:S:1:pos:R:3 method="wB97M-V/def2-TZVPD" orbital_gap_ev=5.14 total_charge=+1 e_homo_ha=-0.34309
C 2.391 6.887 3.608
O 2.756 6.784 2.241
C 3.785 5.844 1.982
C 3.252 4.741 1.088
C 2.172 3.923 1.831
N 2.241 2.492 1.496
N 2.553 1.739 2.545
C 2.690 0.465 2.359
C 3.027 -0.424 3.523
C 3.396 0.314 4.813
C 4.880 0.362 5.055
O 5.388 1.288 5.655
O 5.614 -0.682 4.586
C 2.560 -0.109 1.082
N 2.731 -1.509 1.014
C 1.700 -2.115 0.708
S 0.390 -2.761 0.241
C 2.280 0.682 0.021
C 2.218 0.107 -1.368
C 3.317 -0.953 -1.690
C 4.059 -0.609 -2.997
C 5.581 -0.684 -2.795
S 6.172 0.915 -2.257
O 6.698 1.588 -3.382
O 5.120 1.591 -1.552
O 7.352 0.652 -1.231
C 2.060 2.054 0.265
P 1.586 3.142 -1.168
C 0.323 4.384 -0.605
O 0.640 2.287 -2.201
H 3.281 7.006 4.224
H 1.750 7.755 3.697
H 1.816 6.025 3.959
H 4.668 6.314 1.556
H 4.117 5.377 2.912
H 4.079 4.051 0.899
H 2.928 5.095 0.116
H 2.405 4.040 2.879
H 1.167 4.309 1.713
H 2.190 -1.103 3.670
H 3.871 -1.020 3.187
H 2.995 1.311 4.920
H 2.979 -0.269 5.635
H 6.406 -0.306 4.181
H 2.453 0.923 -2.035
H 1.244 -0.308 -1.604
H 4.044 -0.999 -0.891
H 2.833 -1.917 -1.798
H 3.790 -1.312 -3.776
H 3.834 0.400 -3.330
H 6.055 -0.914 -3.742
H 5.870 -1.453 -2.085
H 7.033 0.179 -0.450
H -0.378 3.879 0.062
H -0.262 4.657 -1.474
H 0.770 5.253 -0.146
H -0.142 1.938 -1.753
N -2.628 0.021 -2.383
C -3.739 -0.561 -1.834
C -4.771 -0.410 -2.717
C -4.267 0.292 -3.846
C -2.943 0.543 -3.614
H -1.726 0.056 -1.952
H -3.697 -1.035 -0.868
H -5.777 -0.768 -2.570
H -4.815 0.576 -4.729
H -2.200 1.042 -4.213
N 5.184 2.834 2.607
C 6.032 3.527 3.427
C 7.123 3.898 2.690
C 6.923 3.413 1.365
C 5.715 2.766 1.343
H 4.303 2.445 2.891
H 5.774 3.694 4.459
H 7.967 4.458 3.053
H 7.586 3.533 0.524
H 5.185 2.273 0.543
N -8.690 -1.335 -1.254
C -7.847 -2.195 -0.601
C -8.576 -3.290 -0.225
C -9.911 -3.089 -0.668
C -9.948 -1.874 -1.300
H -8.427 -0.446 -1.639
H -6.805 -1.961 -0.461
H -8.190 -4.143 0.309
H -10.744 -3.758 -0.539
H -10.758 -1.349 -1.777
N -3.948 3.136 2.548
C -2.603 2.923 2.637
C -2.250 2.069 1.624
C -3.431 1.758 0.895
C -4.460 2.436 1.490
H -4.482 3.718 3.167
H -2.017 3.392 3.410
H -1.252 1.704 1.428
H -3.514 1.114 0.035
H -5.509 2.478 1.255
N -7.266 -4.829 -2.817
C -6.234 -5.420 -2.148
C -5.768 -6.453 -2.917
C -6.555 -6.490 -4.100
C -7.469 -5.471 -4.007
H -7.791 -4.041 -2.478
H -5.915 -5.054 -1.187
H -4.953 -7.108 -2.658
H -6.458 -7.178 -4.923
H -8.241 -5.149 -4.685
N -2.199 -8.299 -2.421
C -1.910 -6.965 -2.357
C -1.172 -6.753 -1.226
C -1.000 -8.008 -0.583
C -1.644 -8.943 -1.348
H -2.737 -8.739 -3.145
H -2.257 -6.284 -3.116
H -0.801 -5.796 -0.899
H -0.468 -8.202 0.333
H -1.757 -10.006 -1.221

3.
120
Properties=species:S:1:pos:R:3 method="wB97M-V/def2-TZVPD" orbital_gap_ev=7.83 de_lowest_ev=0.237 e_homo_ha=-0.28721
Ca 0.430 -0.345 0.644
O -1.193 0.366 4.216
C -0.417 0.721 3.336
O -0.717 0.877 2.092
C 1.024 1.127 3.727
C 1.570 2.180 2.749
C 2.792 2.895 3.345
C 3.900 1.829 3.153
C 3.086 0.673 2.572
O 2.152 1.361 1.713
C 2.179 0.069 3.667
C 1.862 -1.389 3.316
O 2.033 -2.244 4.183
O 1.498 -1.609 2.106
H 0.957 1.510 4.744
H 0.814 2.826 2.312
H 3.017 3.810 2.795
H 2.630 3.157 4.390
H 4.650 2.168 2.436
H 4.406 1.555 4.077
H 3.629 -0.064 1.986
H 2.688 0.052 4.628
C -4.921 1.153 -2.141
N -3.924 0.207 -1.670
C -3.956 -1.096 -2.324
P -2.555 0.713 -0.923
O -1.710 -0.448 -0.561
O -1.800 1.704 -1.979
P -0.202 1.909 -2.148
O 0.548 1.338 -1.012
N -0.032 3.529 -2.305
C 0.769 4.264 -1.326
C -1.023 4.330 -3.009
N 0.178 1.206 -3.584
C -0.073 -0.232 -3.672
C 0.140 1.899 -4.859
N -3.066 1.783 0.206
C -3.797 1.204 1.340
C -2.332 2.999 0.552
H -5.919 0.735 -1.999
H -4.791 1.375 -3.206
H -4.848 2.079 -1.575
H -4.931 -1.559 -2.160
H -3.185 -1.735 -1.903
H -3.799 -1.006 -3.404
H 1.407 3.578 -0.774
H 0.122 4.792 -0.618
H 1.395 4.997 -1.838
H -1.666 3.700 -3.620
H -0.528 5.056 -3.659
H -1.655 4.877 -2.303
H -0.055 -0.686 -2.681
H 0.705 -0.699 -4.279
H -1.049 -0.440 -4.127
H 0.472 2.927 -4.739
H -0.859 1.893 -5.311
H 0.823 1.397 -5.548
H -4.408 0.377 0.976
H -4.465 1.964 1.751
H -3.111 0.854 2.116
H -1.878 3.431 -0.336
H -1.564 2.794 1.300
H -3.045 3.722 0.954
N -9.760 -2.993 4.903
C -8.646 -2.929 4.624
C -7.257 -2.844 4.271
C -6.356 -3.810 4.716
C -5.023 -3.731 4.364
C -4.570 -2.677 3.576
C -5.465 -1.702 3.147
C -6.801 -1.789 3.483
N -3.214 -2.596 3.219
C -2.135 -3.023 3.972
C -1.033 -2.775 3.224
N -1.398 -2.219 2.012
C -2.697 -2.122 2.046
H -6.711 -4.629 5.327
H -4.330 -4.496 4.685
H -5.100 -0.859 2.578
H -7.498 -1.030 3.154
H -2.248 -3.384 4.978
H -0.002 -2.945 3.486
H -3.317 -1.752 1.246
C -0.337 -4.151 -2.135
As 0.549 -3.303 -0.593
C 0.238 -4.711 0.716
C 2.383 -3.802 -1.067
H 0.091 -5.130 -2.350
H -0.228 -3.517 -3.017
H -1.400 -4.267 -1.922
H 0.579 -5.673 0.332
H -0.821 -4.760 0.962
H 0.791 -4.448 1.617
H 2.479 -4.883 -1.178
H 3.041 -3.451 -0.274
H 2.674 -3.317 -2.000
O 2.746 -0.636 -0.554
S 2.930 -0.084 -1.926
C 4.496 -0.793 -2.462
C 4.855 -0.713 -3.800
C 6.054 -1.274 -4.213
C 6.870 -1.918 -3.293
C 6.490 -2.005 -1.960
C 5.294 -1.443 -1.538
C 3.546 1.595 -1.800
C 4.207 2.017 -0.660
C 4.681 3.318 -0.603
C 4.496 4.177 -1.682
C 3.826 3.743 -2.817
C 3.334 2.446 -2.872
H 4.204 -0.215 -4.510
H 6.347 -1.216 -5.253
H 7.802 -2.362 -3.618
H 7.123 -2.520 -1.248
H 4.960 -1.516 -0.510
H 4.325 1.335 0.173
H 5.199 3.665 0.281
H 4.873 5.190 -1.632
H 3.677 4.417 -3.651
H 2.784 2.093 -3.739

4.
113
Properties=species:S:1:pos:R:3 method="wB97M-V/def2-TZVPD" orbital_gap_ev=9.66 de_lowest_ev=3.110 e_homo_ha=-0.35482 smiles="O=C1OCCO1.O=C1OCCO1.c1ccncc1.c1ccncc1.c1ccncc1.CCCC#N.CCCC#N.CCCC#N.CCCC#N.CCCC#N"
O -2.507 -2.614 2.898
C -3.526 -3.147 2.517
O -4.046 -2.971 1.274
C -5.402 -3.555 1.318
C -5.510 -4.249 2.585
O -4.342 -3.942 3.261
H -6.090 -2.714 1.232
H -5.586 -4.200 0.459
H -5.508 -5.334 2.484
H -6.399 -3.858 3.081
O 0.866 1.633 -1.467
C 0.190 1.275 -0.511
O -0.261 2.082 0.541
C -1.098 1.385 1.550
C -1.495 0.226 0.678
O -0.612 0.135 -0.435
H -0.444 1.054 2.356
H -2.016 1.816 1.951
H -2.463 0.397 0.209
H -1.643 -0.675 1.273
C 2.206 -1.775 4.473
C 1.877 -1.709 5.867
C 1.602 -0.436 6.361
N 1.555 0.695 5.644
C 1.864 0.629 4.337
C 2.092 -0.625 3.727
H 2.470 -2.729 4.041
H 2.209 -2.466 6.562
H 1.348 -0.403 7.410
H 1.814 1.559 3.791
H 2.389 -0.666 2.689
C 4.498 5.695 2.070
C 4.746 4.756 3.091
C 4.084 3.536 2.995
N 3.054 3.313 2.104
C 2.882 4.186 1.106
C 3.605 5.384 1.000
H 5.002 6.637 2.227
H 5.278 4.789 4.030
H 4.221 2.723 3.693
H 2.000 3.960 0.526
H 3.205 6.089 0.286
C -7.842 0.842 2.432
C -6.616 1.236 3.030
C -5.431 0.879 2.404
N -5.439 0.225 1.213
C -6.609 -0.048 0.607
C -7.818 0.201 1.245
H -8.838 1.016 2.813
H -6.666 1.746 3.980
H -4.491 1.245 2.789
H -6.635 -0.521 -0.364
H -8.719 0.060 0.666
C -0.112 -3.328 0.684
C 0.071 -4.453 1.812
C -0.799 -5.633 1.893
C -0.170 -6.607 2.830
N 0.318 -7.402 3.500
H -0.042 -3.865 -0.262
H 0.720 -2.630 0.772
H -1.061 -2.809 0.551
H 0.076 -3.955 2.781
H 1.112 -4.702 1.606
H -0.838 -6.205 0.966
H -1.752 -5.246 2.253
C -0.032 5.064 -2.297
C 1.302 4.747 -2.943
C 1.684 5.722 -3.973
C 3.181 5.868 -4.140
N 4.317 5.979 -4.332
H -0.150 4.639 -1.301
H -0.870 5.044 -2.994
H 0.096 6.126 -2.087
H 1.127 3.731 -3.298
H 1.982 4.682 -2.094
H 1.429 6.700 -3.567
H 1.308 5.666 -4.995
C 2.995 -1.543 -1.224
C 2.882 -2.290 -2.535
C 4.164 -2.955 -2.954
C 4.680 -3.970 -1.968
N 5.103 -4.727 -1.242
H 1.954 -1.296 -1.016
H 3.583 -0.641 -1.391
H 3.431 -2.177 -0.453
H 2.486 -1.730 -3.383
H 2.087 -3.031 -2.615
H 4.974 -2.233 -3.059
H 4.078 -3.499 -3.895
C 3.510 0.856 -4.036
C 4.351 2.080 -3.839
C 5.606 1.860 -2.974
C 6.583 0.888 -3.539
N 7.398 0.140 -3.918
H 2.976 0.666 -3.105
H 4.117 0.014 -4.370
H 2.680 0.978 -4.732
H 3.720 2.841 -3.381
H 4.752 2.336 -4.820
H 5.298 1.568 -1.970
H 6.106 2.810 -2.784
C -3.243 -2.232 -2.070
C -4.184 -1.028 -2.558
C -3.762 -0.546 -3.917
C -3.440 -1.581 -4.898
N -3.195 -2.297 -5.811
H -2.214 -1.964 -1.830
H -3.194 -2.853 -2.965
H -3.695 -2.812 -1.266
H -4.052 -0.092 -2.016
H -5.172 -1.456 -2.725
H -2.779 -0.088 -3.803
H -4.487 0.108 -4.400